Here is a structure of composition C22H34CdFN5O8 in a non-equilibrium geometry from the Open Molecules 2025 dataset. Energies are from ωB97M-V/def2-TZVPD.

XYZ file:
```
71
Properties=species:S:1:pos:R:3
O 0.08859 4.65106 -1.95079
H 0.82969 4.15256 -2.35719
Cd 0.51499 -0.21904 -3.45089
N -0.48141 -0.43584 -5.17929
N 1.82509 -1.38974 -4.42479
O -1.74941 0.06396 -5.53459
O 3.08529 -1.85064 -4.00429
C 0.07049 -1.23104 -6.01819
C 1.42379 -1.79344 -5.57509
C -0.50771 -1.66434 -7.37049
C 2.17859 -2.74124 -6.51439
H -1.27831 -0.98084 -7.72649
H -0.95851 -2.65304 -7.29299
H 0.25609 -1.68974 -8.14649
H 2.92889 -3.33084 -5.98869
H 2.69069 -2.17744 -7.29349
H 1.50909 -3.45724 -6.98919
H -1.78041 0.88226 -4.98609
H 3.19429 -1.37584 -3.16529
O -0.35751 -2.16584 -2.84389
H -0.91411 -1.33514 -2.98319
H 0.57879 -1.93644 -3.13779
C 1.60489 1.39996 -3.93269
H 1.86069 2.43456 -4.16209
H 1.59159 1.03596 -4.95619
H 2.54549 1.04616 -3.51429
O -2.33791 3.47866 -4.70319
H -1.94011 4.04826 -3.92089
H -1.53671 2.88216 -4.82899
F -1.92971 3.55776 2.41921
C -1.58921 2.25546 2.25811
C -1.45831 1.73596 0.93731
C -0.92091 0.44276 0.72591
C -0.43511 0.00326 -0.56719
O -0.56561 0.62156 -1.69159
C 0.41829 -1.14134 -0.41969
C 0.43299 -1.98854 0.67561
N -0.15191 -1.64894 1.82911
C -0.03321 -2.52234 3.04351
C 0.59009 -3.93694 2.90711
C 1.41659 -2.77004 3.41561
C -0.69471 -0.38424 1.90401
C -0.87701 0.15536 3.17121
C -1.21381 1.47426 3.37351
N -1.00121 1.99846 4.69891
C 0.20539 1.62336 5.44681
C -0.19911 0.98936 6.77471
N -1.05841 1.92106 7.52141
C -2.26241 2.27896 6.73971
C -1.88641 2.91556 5.37991
C 1.64779 -1.22864 -1.16639
O 2.72209 -1.73694 -0.59379
O 1.82009 -0.25854 -1.97169
H -1.64051 2.39296 0.09751
H 1.07449 -2.85714 0.64211
H -0.98091 -2.71824 3.59131
H 0.28099 -4.57824 3.76141
H 0.23189 -4.29204 1.92131
H 2.21469 -2.52714 2.68241
H 1.62289 -2.85154 4.50331
H -0.62621 -0.42174 4.04771
H 0.80579 2.53666 5.65261
H 0.87829 0.93856 4.88511
H -0.73851 0.03406 6.58501
H 0.71439 0.75146 7.36671
H -1.34631 1.46266 8.41751
H -0.51241 2.78416 7.75501
H -2.88541 2.98786 7.32441
H -2.86211 1.35946 6.55671
H -1.34481 3.86946 5.56591
H -2.79721 3.12396 4.78451
```

**Max |F|**: 8.5 eV/Å
**2S+1**: 1
**Orbital gap**: 1.706 eV
**HOMO energy**: -0.13521 Ha


Here is a structure of composition C20H29EuO4 in a non-equilibrium geometry from the Open Molecules 2025 dataset. Energies are from ωB97M-V/def2-TZVPD.

XYZ file:
```
54
Properties=species:S:1:pos:R:3
O -0.21607 0.39457 -0.44857
C 0.77756 0.66904 -1.48264
C -0.01421 1.82098 -2.11351
H 0.85303 -0.28825 -2.02857
H 1.76313 0.82650 -1.05820
C -1.05425 1.50773 -1.00630
H -0.55920 1.70042 -3.07650
H 0.51632 2.79885 -2.09918
C -2.38709 0.90859 -1.41595
H -2.26902 0.02350 -2.04859
H -2.98024 1.63538 -1.99923
H -2.95672 0.61763 -0.51848
C -1.20379 2.72327 -0.12644
H -0.23299 3.12820 0.11381
H -1.72781 2.54590 0.81563
H -1.73956 3.52836 -0.65528
Eu 0.62397 -1.07304 1.78331
C 1.06676 1.34976 4.05932
C 2.21084 0.51843 3.97326
C 2.76738 0.67466 2.66090
H 2.63725 -0.04422 4.80799
C 1.96065 1.63213 1.95961
C 0.89904 2.02015 2.82430
H 0.12049 2.75430 2.60427
H 0.44613 1.48799 4.94420
H 3.66916 0.18168 2.28689
H 2.15339 2.06375 0.97404
C -1.66732 -0.40475 4.17175
C -2.02465 0.74178 3.42051
C -2.59661 0.31939 2.19492
H -1.90615 1.78093 3.72794
C -2.51013 -1.10525 2.14066
C -1.93974 -1.55680 3.37721
H -1.78273 -2.59219 3.69633
H -1.32231 -0.40567 5.20734
H -3.11364 0.98534 1.50031
H -2.87843 -1.74001 1.32777
O 0.24080 -1.12673 -3.05264
C -0.09416 -0.30968 -4.23525
C 0.42205 -1.02506 -5.47892
H 0.38882 0.69947 -4.29325
H -1.18721 -0.17879 -4.22608
C 1.38733 -2.13039 -4.94111
H 0.90257 -0.28323 -6.15624
H -0.43570 -1.43862 -6.03794
C 1.20402 -2.18665 -3.40808
H 2.41753 -1.82897 -5.17023
H 1.22201 -3.10062 -5.41852
H 2.16641 -1.98285 -2.88264
H 0.79009 -3.14342 -3.03683
O 2.33505 -4.59611 3.87806
C 1.80890 -3.54073 3.47879
O 1.48565 -3.24194 2.23273
H 1.56340 -2.71468 4.25333
```

**Max |F|**: 4.4 eV/Å
**Energy above the lowest of the compared OMol25 structures with the same formula, charge and spin**: 0.000 eV
**2S+1**: 8
**Charge**: -1
**Orbital gap (alpha / beta)**: 5.571 / 5.621 eV
**HOMO energy (alpha / beta)**: -0.12853 / -0.13041 Ha


Here is a structure of composition C14H16BCl4O5 in a non-equilibrium geometry from the Open Molecules 2025 dataset. Energies are from ωB97M-V/def2-TZVPD.

XYZ file:
```
40
Properties=species:S:1:pos:R:3
Cl 2.68932 -1.54236 2.29549
B 1.80674 0.11105 2.27364
Cl 1.82121 1.01849 3.91680
Cl 2.64914 1.21518 0.99129
O 0.45019 -0.21769 1.85457
C -0.48470 0.58326 1.41885
C -1.85772 0.28457 1.91561
C -2.78831 1.28469 2.20237
C -4.11240 0.94204 2.49976
C -4.49312 -0.40110 2.57738
C -3.51097 -1.38879 2.46459
C -2.18620 -1.04529 2.20313
H -0.20262 1.56692 0.98832
H -2.49580 2.33611 2.14306
H -4.85400 1.72759 2.68005
H -5.51761 -0.67885 2.83362
H -3.77813 -2.43420 2.61540
H -1.40282 -1.79993 2.10973
C -2.09737 4.99563 -1.47324
C -2.53761 3.60992 -1.10448
O -1.35653 2.78043 -1.11428
C -1.71983 1.51943 -0.82602
C -0.47905 0.67157 -0.53796
Cl -0.92631 -1.00126 -0.58934
C 0.67411 0.97624 -1.52624
O 1.26917 0.08499 -2.11452
O 0.98397 2.27745 -1.71277
C 2.27257 2.40713 -2.38492
C 2.56888 3.88847 -2.39580
O -2.89100 1.13236 -0.77787
H -2.95563 5.65041 -1.30577
H -1.25612 5.30630 -0.84334
H -1.81177 5.07089 -2.52706
H -2.98426 3.62813 -0.08842
H -3.25374 3.19557 -1.83443
H 3.04857 1.87719 -1.81280
H 2.20745 1.96824 -3.39446
H 3.60092 4.11944 -2.69121
H 1.90581 4.40278 -3.10399
H 2.41452 4.27565 -1.37960
```

**Max |F|**: 3.5 eV/Å
**Energy above the lowest of the compared OMol25 structures with the same formula, charge and spin**: 0.516 eV
**2S+1**: 1
**Charge**: -1
**Orbital gap**: 8.121 eV
**HOMO energy**: -0.19685 Ha


Here is the ion H2N3S4 with charge +1 in a non-equilibrium geometry from the Open Molecules 2025 dataset. Energies are from ωB97M-V/def2-TZVPD.

XYZ file:
```
9
Properties=species:S:1:pos:R:3
N 0.07135 -1.28538 0.11128
N 0.13041 1.25889 0.11451
N -2.09758 0.02057 0.03444
S 1.02372 -0.00721 -0.76877
S -1.57794 -1.43821 0.00110
S 2.74557 0.00898 -0.03033
S -1.53622 1.46982 0.01708
H 0.58649 -2.14133 0.27355
H 0.65420 2.11387 0.24714
```

**Max |F|**: 1.2 eV/Å
**Energy above the lowest of the compared OMol25 structures with the same formula, charge and spin**: 0.082 eV
**2S+1**: 1
**Charge**: +1
**Orbital gap**: 7.471 eV
**HOMO energy**: -0.50654 Ha